Entry 1:
The following is a quantum chemistry calculation of a 2-piece molecular cluster, C4H6INO overall, from OMol25.

As for the charge: 0. The spin multiplicity is 3. The energy above the lowest of the compared OMol25 structures with the same formula, charge and spin comes out at 221.0 kJ/mol. Its HOMO-LUMO gap (spin up / spin down) is 6.15 / 7.41 eV. The value obtained for the HOMO energy (spin up / spin down) is -5.35 / -9.86 eV. Its expectation value of S² is 2.0226. The value obtained for the calculated total energy is -15876.5273 eV.

```
13
C4H6INO (ωB97M-V with the def2-TZVPD basis set)
C 1.1426 0.1156 0.8954
C 0.1191 0.1604 -0.0162
C -0.6281 1.1658 0.5980
C -0.1745 -0.7142 -1.1363
N -0.2233 1.5243 1.7830
O 0.9415 0.8664 1.9586
I 4.2563 1.0754 3.7404
H 1.8489 -0.7611 0.9761
H -1.5976 1.5886 0.3398
H 0.3243 -1.6593 -0.8408
H 0.3131 -0.4034 -1.9587
H -1.1645 -0.6528 -1.3190
H 3.0962 1.9288 4.0519
```

---

Entry 2:
The following is a quantum chemistry calculation of C4H6INO2 in the gas phase, from OMol25.

As for the charge: 0. The spin multiplicity is 1. The energy above the lowest of the compared OMol25 structures with the same formula, charge and spin comes out at 562.6 kJ/mol. Its HOMO-LUMO gap (spin up / spin down) is 9.14 / 6.05 eV. The value obtained for the HOMO energy (spin up / spin down) is -9.63 / -7.63 eV. The value obtained for the calculated total energy is -17924.7823 eV.

```
14
C4H6INO2 (ωB97M-V with the def2-TZVPD basis set)
C -0.4964 0.4018 -1.0803
C -0.5639 -0.6408 0.0780
C 0.6298 -0.0845 0.8048
C 1.8131 -0.7414 0.3655
N -1.9673 1.7169 0.2435
O 0.2224 0.0272 -1.9795
O -1.2605 1.5180 -0.9454
I -3.9014 2.1108 0.0155
H -1.4175 -0.5627 0.7097
H -0.5115 -1.6590 -0.3151
H 0.7650 0.8654 1.3709
H 1.7604 -1.1840 -0.5682
H 2.1429 -1.6928 0.9807
H 2.7848 -0.0749 0.3198
```

---

Entry 3:
The following is a quantum chemistry calculation of a 2-piece molecular cluster, C4H6INS overall, from OMol25.

As for the charge: 0. The spin multiplicity is 1. The energy above the lowest of the compared OMol25 structures with the same formula, charge and spin comes out at 205.0 kJ/mol. Its HOMO-LUMO gap is 8.28 eV. The value obtained for the HOMO energy is -8.49 eV. The value obtained for the calculated total energy is -24668.3328 eV.

```
13
C4H6INS (ωB97M-V with the def2-TZVPD basis set)
C -1.0238 1.2827 -1.5302
C -0.1696 1.3167 -0.2745
N -0.6643 1.3032 0.8834
I 0.3955 1.0382 2.5835
H -0.5382 1.8280 -2.3268
H -2.0066 1.7205 -1.3050
H -1.1871 0.2122 -1.7195
H 0.9981 1.2552 -0.4214
C 0.5588 -2.1104 1.3068
C 1.1781 -1.9015 0.1808
S 1.9997 -1.6070 -1.0688
H 0.9470 -1.9152 2.3448
H -0.4876 -2.4226 1.3468
```

---

Entry 4:
The following is a quantum chemistry calculation of C4H6INS in the gas phase, from OMol25.

As for the charge: 0. The spin multiplicity is 1. The energy above the lowest of the compared OMol25 structures with the same formula, charge and spin comes out at 129.0 kJ/mol. Its HOMO-LUMO gap is 7.38 eV. The value obtained for the HOMO energy is -8.23 eV. The value obtained for the calculated total energy is -24669.1203 eV.

```
13
C4H6INS (ωB97M-V with the def2-TZVPD basis set)
C 0.9085 0.5026 -0.9228
C 0.4629 0.0397 0.2437
C 1.3684 0.1069 1.3944
C -0.8532 -0.5465 0.3195
N -1.5772 -0.4149 -0.7206
S -3.1191 -0.7338 -0.8961
I -3.3457 0.3919 -3.0753
H 1.8341 0.9391 -0.9347
H 0.5369 0.4531 -1.8853
H 2.3750 0.3331 1.1715
H 1.5804 -0.7895 1.8579
H 0.9110 0.6768 2.1853
H -1.0820 -0.9585 1.2625
```

---

Entry 5:
The following is a quantum chemistry calculation of C4H6InO2 as an isolated structure, from OMol25.

As for the charge: +1. The spin multiplicity is 1. The energy above the lowest of the compared OMol25 structures with the same formula, charge and spin comes out at 529.9 kJ/mol. Its HOMO-LUMO gap (spin up / spin down) is 6.83 / 7.14 eV. The value obtained for the HOMO energy (spin up / spin down) is -14.41 / -14.37 eV. The value obtained for the calculated total energy is -13499.8196 eV.

```
13
C4H6InO2 (ωB97M-V with the def2-TZVPD basis set)
O 2.1046 -0.5244 2.4357
C 1.4281 0.1595 1.4004
C -0.0464 -0.2217 1.4768
C -0.7946 0.0761 0.2432
C -1.3398 0.9457 -0.5137
H 3.0528 -0.4248 2.3184
H 1.8395 -0.1178 0.4143
H 1.5305 1.2517 1.5154
H -0.5180 0.3350 2.3045
H -0.1224 -1.3021 1.6811
H -2.3074 1.4552 -0.5041
O -1.0360 0.7745 -2.4921
In -0.7659 -0.8792 -1.7577
```

---

Entry 6:
The following is a quantum chemistry calculation of C4H6IrO3 as an isolated structure, from OMol25.

As for the charge: 0. The spin multiplicity is 6. The energy above the lowest of the compared OMol25 structures with the same formula, charge and spin comes out at 570.9 kJ/mol. Its HOMO-LUMO gap (spin up / spin down) is 7.88 / 6.62 eV. The value obtained for the HOMO energy (spin up / spin down) is -7.51 / -8.73 eV. Its expectation value of S² is 8.7906. The value obtained for the calculated total energy is -13210.6928 eV.

```
14
C4H6IrO3 (ωB97M-V with the def2-TZVPD basis set)
H 1.0936 -1.9305 -0.3997
C 0.9800 -0.9328 -0.8426
C -0.2396 -0.5095 -1.3413
H 0.6150 -0.9383 -2.2931
H -0.3295 0.4849 -1.7865
O 1.8765 -0.1133 -0.1314
O 1.7977 1.2827 -0.4705
Ir 3.4354 1.0568 -1.3369
C -1.1994 0.6691 1.2575
C -1.5119 -0.3430 0.4446
O -1.8751 1.0398 2.4015
H -0.2312 1.1737 1.1619
H -1.8376 -1.3442 0.7447
H -2.5739 0.4047 2.5918
```

---

Entry 7:
The following is a quantum chemistry calculation of C4H6KO3 as an isolated structure, from OMol25.

As for the charge: 0. The spin multiplicity is 2. The energy above the lowest of the compared OMol25 structures with the same formula, charge and spin comes out at 242.9 kJ/mol. Its HOMO-LUMO gap (spin up / spin down) is 5.86 / 6.57 eV. The value obtained for the HOMO energy (spin up / spin down) is -6.41 / -7.12 eV. Its expectation value of S² is 0.7550. The value obtained for the calculated total energy is -26708.7417 eV.

```
14
C4H6KO3 (ωB97M-V with the def2-TZVPD basis set)
C 1.2138 2.6877 -0.1037
C 1.2379 1.2987 -0.6194
O 0.8599 0.3315 0.1996
H 0.6701 3.3283 -0.8113
H 0.7301 2.7442 0.8816
H 2.2375 3.0916 -0.0088
H 1.8639 1.0172 -1.4739
O -0.8995 -0.8024 -1.1748
K -2.6513 -2.6890 -1.4938
C -0.3067 -0.7951 -0.1098
O -0.4431 -1.5738 0.9002
C -1.4940 -2.6806 0.8691
H -2.1209 -2.4117 1.7395
H -0.8978 -3.5466 1.2054
```

---

Entry 8:
The following is a quantum chemistry calculation of C4H6KO3 as an isolated structure, from OMol25.

As for the charge: +1. The spin multiplicity is 1. The energy above the lowest of the compared OMol25 structures with the same formula, charge and spin comes out at 98.9 kJ/mol. Its HOMO-LUMO gap is 9.33 eV. The value obtained for the HOMO energy is -13.08 eV. The value obtained for the calculated total energy is -26707.4300 eV.

```
14
C4H6KO3 (ωB97M-V with the def2-TZVPD basis set)
H -0.0820 -1.2017 0.5647
O 1.4629 -1.0158 -0.8746
O 1.5130 1.1545 -1.0290
O 3.0506 -0.0480 -2.1568
C 0.4349 -0.5058 -0.0850
C 0.5009 0.8235 -0.1505
C 2.0661 0.0133 -1.4610
H -0.0900 1.6295 0.2677
K 5.2991 -0.9144 -3.0949
H -2.6696 0.1437 0.5225
C -2.8302 0.0147 1.6063
H -3.7667 0.5086 1.8897
H -2.8890 -1.0581 1.8280
H -2.0000 0.4559 2.1731
```

---

Entry 9:
The following is a quantum chemistry calculation of C4H6N2 in the gas phase, from OMol25.

As for the charge: 0. The spin multiplicity is 1. The energy above the lowest of the compared OMol25 structures with the same formula, charge and spin comes out at 345.8 kJ/mol. Its HOMO-LUMO gap is 9.11 eV. The value obtained for the HOMO energy is -8.51 eV. The value obtained for the calculated total energy is -7222.0074 eV.

```
12
C4H6N2 (ωB97M-V with the def2-TZVPD basis set)
H 1.9858 2.3140 0.1597
N 1.6210 1.3647 0.1454
C 0.3529 1.3715 0.0071
C -0.4015 0.1169 0.0102
N -1.8278 0.0237 0.0459
C 0.3269 -0.9785 0.0485
C 0.9218 -2.1073 -0.1564
H -0.2678 2.2749 -0.0180
H -2.2055 0.3880 -0.8266
H -2.2501 0.5267 0.8142
H 1.5658 -2.6317 0.5361
H 0.1780 -2.5777 -0.7852
```

---

Entry 10:
The following is a quantum chemistry calculation of C4H6N2 in the gas phase, from OMol25.

As for the charge: 0. The spin multiplicity is 1. The energy above the lowest of the compared OMol25 structures with the same formula, charge and spin comes out at 365.5 kJ/mol. Its HOMO-LUMO gap is 9.28 eV. The value obtained for the HOMO energy is -8.67 eV. The value obtained for the calculated total energy is -7221.8026 eV.

```
12
C4H6N2 (ωB97M-V with the def2-TZVPD basis set)
C -1.9888 -0.2799 0.0350
C -0.5201 -0.0138 -0.0490
C 0.0420 1.2280 -0.0393
N 1.5420 0.7570 0.0089
C 1.5468 -0.6783 -0.1843
N 0.3555 -1.1217 -0.1996
H -2.5331 0.6675 0.0174
H -2.2528 -0.8137 0.9551
H -2.3173 -0.8937 -0.8088
H 1.4062 1.0802 0.9853
H 2.2606 1.3248 -0.4378
H 2.4589 -1.2565 -0.2828
```